ORCA calculation (the ωB97M-V functional and the def2-TZVPD basis) on a cluster of 2 separate species, C6H15N2O in total.

Its net charge is +1. The value obtained for the energy relative to the best compared isomer or geometry (same formula, charge and spin) is 371.8 kJ/mol. The orbital gap comes out at 6.47 eV.

Last column: Löwdin charge in e.
CARTESIAN COORDINATES (ANGSTROEM)
C -0.4639 1.4565 -1.2354  -0.050
C 1.5288 2.8816 -0.7388  -0.064
C 0.6329 -2.4865 0.5839  -0.055
C -1.4697 -2.5111 1.8150  -0.055
C 0.5285 2.3922 -1.7937  -0.178
C -0.3794 -0.2154 1.1034  -0.193
N -0.5308 0.2686 2.1939  0.085
N -0.6628 -1.8412 0.7971  -0.229
O -0.9264 0.4358 -1.8965  0.133
H -0.9161 1.6228 -0.2675  0.107
H 2.1464 2.0579 -0.3928  0.084
H 1.0116 3.3068 0.1145  0.088
H 2.1736 3.6409 -1.1678  0.087
H 1.2018 -2.4660 1.5174  0.106
H 0.5080 -3.5249 0.2760  0.100
H 1.1896 -1.9504 -0.1794  0.085
H -0.9134 -2.5489 2.7506  0.097
H -2.3973 -1.9616 1.9692  0.100
H -1.7085 -3.5306 1.5116  0.100
H 1.0487 1.9607 -2.6520  0.130
H -0.0329 3.2693 -2.1440  0.154
H -0.4983 0.3126 -2.7629  0.159
H -0.8140 -0.0854 3.0982  0.064
H -1.1768 -1.8092 -0.0856  0.144

Cartesian forces, eV/Å:
-0.0175 -0.8785 -0.3119
0.0063 -0.1876 0.0532
0.4089 -0.3328 0.0344
-0.3059 -0.3116 0.2006
0.2937 -0.2211 0.2395
0.8596 0.8221 -2.8003
-0.2618 0.8672 1.9151
-0.4292 -0.5423 0.2628
0.1424 0.8233 0.3317
-0.2960 -0.0070 -0.1062
0.0356 -0.0359 0.0633
-0.0449 0.0680 0.1344
0.0024 0.0682 -0.0680
-0.1252 0.0744 -0.1289
-0.0625 0.0347 -0.0018
-0.0084 0.1171 0.0094
0.0152 0.0551 -0.0394
0.0519 0.0291 -0.0075
0.0270 -0.0007 0.0237
-0.1233 -0.0283 -0.0616
-0.2167 -0.1283 -0.0412
0.0125 0.1758 0.0927
-0.1127 -0.4874 -0.0418
0.1486 0.0267 0.2480